# 1
The following is a quantum chemistry calculation of 2 unconnected molecules or ions with the total composition C2H6INOS, from the Open Molecules 2025 dataset.

Geometry (Å):
C1 -1.7023 -0.3511 -0.1129
C2 -1.6629 -1.4940 0.5994
N1 1.5741 2.0393 -0.1287
O1 0.9494 0.0549 -1.2835
S1 2.2675 0.8161 -0.7523
I1 2.8977 -0.5130 1.4106
H1 -2.0100 -0.4046 -1.0943
H2 -1.1706 0.4818 0.2494
H3 0.1766 0.6751 -1.0497
H4 -2.0649 -2.3363 0.0791
H5 -1.3132 -1.5701 1.5947
H6 2.0587 2.6019 0.4881

Kohn-Sham gap	7.964	eV
multiplicity	1
largest force on an atom	3.53	eV/Å
relative energy (zero: lowest compared OMol25 entry of this formula, charge and spin)	100.9	kJ/mol
electronic energy	-905.5754	hartree



# 2
The following is a quantum chemistry calculation of a gas-phase ion, C38H53N6O7 (charge +1), from the Open Molecules 2025 dataset.

Geometry (Å):
C1 -0.5675 -3.0274 -3.3916
H1 -0.6690 -3.6866 -2.5293
H2 -0.8241 -3.5586 -4.3043
H3 0.4567 -2.6529 -3.4481
O1 -1.4824 -1.9415 -3.3091
C2 -1.2763 -1.0373 -2.3439
O2 -0.4005 -1.1002 -1.5051
N1 -2.1966 -0.0480 -2.4228
H4 -2.7769 -0.0494 -3.2483
C3 -1.9872 1.2163 -1.7432
H5 -0.9891 1.6063 -1.9965
C4 -1.9399 0.9698 -0.2454
O3 -1.0079 1.4180 0.4320
N2 -2.9228 0.2691 0.3039
H6 -3.5891 -0.2097 -0.2822
C5 -2.9821 0.0121 1.7286
H7 -2.5025 0.8652 2.2200
C6 -2.2172 -1.2980 2.0885
O4 -2.1008 -2.0480 0.9155
H8 -1.5685 -2.8429 1.1208
C7 -0.8633 -1.0489 2.7834
N3 0.1534 -0.3562 1.9468
N4 0.8483 -1.2452 1.0883
C8 1.7138 -2.1704 1.5951
O5 2.0057 -2.2067 2.7667
C9 2.3426 -3.1285 0.5813
N5 1.3279 -3.7077 -0.2797
C10 0.1843 -4.2047 0.2190
O6 -0.2619 -3.9303 1.3192
O7 -0.4476 -4.9852 -0.6704
C11 -1.7133 -5.5055 -0.2704
H9 -1.6577 -5.8996 0.7452
H10 -1.9460 -6.2996 -0.9746
H11 -2.4734 -4.7225 -0.3154
H12 1.6454 -4.0896 -1.1580
H13 2.7893 -3.9201 1.2035
C12 3.4906 -2.4945 -0.2490
C13 4.6158 -2.1109 0.7143
H14 4.2463 -1.4798 1.5162
H15 5.3902 -1.5642 0.1830
H16 5.0625 -2.9987 1.1547
C14 4.0347 -3.5340 -1.2390
H17 4.9961 -3.1957 -1.6171
H18 3.3793 -3.6655 -2.0979
H19 4.1870 -4.4969 -0.7568
C15 3.0146 -1.2628 -1.0193
H20 2.0856 -1.4617 -1.5474
H21 3.7702 -0.9797 -1.7480
H22 2.8645 -0.4193 -0.3525
H23 0.4965 -1.3006 0.1342
C16 1.0708 0.4573 2.8113
C17 2.2644 0.9918 2.0683
C18 2.1158 1.7831 0.9338
C19 3.2265 2.2846 0.2813
C20 4.5104 2.0159 0.7520
C21 4.6503 1.2462 1.9057
C22 3.5423 0.7349 2.5516
H24 3.6665 0.1353 3.4412
H25 5.6436 1.0597 2.2805
C23 5.7177 2.5338 0.0918
N6 6.8016 2.6214 0.8616
C24 7.9188 3.0890 0.3451
C25 8.0381 3.4968 -0.9768
C26 6.9230 3.3869 -1.7914
C27 5.7441 2.8973 -1.2552
H26 4.8697 2.7841 -1.8770
H27 6.9705 3.6767 -2.8312
H28 8.9724 3.8796 -1.3546
H29 8.7592 3.1395 1.0249
H30 3.0857 2.9121 -0.5850
H31 1.1308 2.0177 0.5621
H32 0.4716 1.2868 3.1960
H33 1.4119 -0.1701 3.6363
H34 -0.3386 0.3669 1.3086
H35 -0.4364 -2.0106 3.0823
H36 -1.0414 -0.4538 3.6796
H37 -2.8189 -1.8490 2.8313
C28 -4.4509 -0.0651 2.1605
C29 -5.2264 1.1613 1.7500
C30 -4.8373 2.4248 2.1800
C31 -5.5435 3.5492 1.7919
C32 -6.6569 3.4252 0.9775
C33 -7.0613 2.1709 0.5561
C34 -6.3453 1.0474 0.9352
H38 -6.6681 0.0710 0.6024
H39 -7.9334 2.0637 -0.0705
H40 -7.2110 4.3020 0.6810
H41 -5.2284 4.5237 2.1325
H42 -3.9836 2.5337 2.8334
H43 -4.9049 -0.9549 1.7204
H44 -4.4845 -0.1700 3.2473
C35 -3.0282 2.2874 -2.1631
C36 -2.7565 2.6775 -3.6197
H45 -3.4450 3.4607 -3.9248
H46 -1.7435 3.0547 -3.7372
H47 -2.8904 1.8364 -4.2964
C37 -4.4659 1.7854 -2.0245
H48 -5.1429 2.5326 -2.4310
H49 -4.7334 1.6395 -0.9821
H50 -4.6323 0.8589 -2.5689
C38 -2.8401 3.5170 -1.2702
H51 -3.1009 3.2940 -0.2379
H52 -3.4833 4.3229 -1.6123
H53 -1.8105 3.8645 -1.2984

Kohn-Sham gap	9.023	eV
multiplicity	1
largest force on an atom	0.97	eV/Å
charge	+1
electronic energy	-2334.9585	hartree



# 3
The following is a quantum chemistry calculation of a molecular structure, C27H45IrNO2P2, from the Open Molecules 2025 dataset.

Geometry (Å):
Ir1 -0.5036 1.6703 1.4111
C1 -2.5355 -0.3467 2.3206
C2 -2.3533 1.1399 2.3370
C3 -2.7622 0.2846 0.1390
C4 -2.6562 -0.8123 1.0091
C5 -2.4936 1.4885 0.9106
C6 -2.6247 -1.1978 3.5187
H1 -2.7028 -0.5832 4.4339
H2 -1.6981 -1.8016 3.5840
H3 -3.4675 -1.9209 3.5013
C7 -2.5674 -2.2241 0.5936
H4 -1.5408 -2.5443 0.7877
H5 -2.7053 -2.3295 -0.4834
H6 -3.2254 -2.8951 1.1533
C8 -3.2752 0.2487 -1.2367
H7 -4.3456 -0.0480 -1.2038
H8 -2.7563 -0.5360 -1.8267
H9 -3.1957 1.2225 -1.7435
C9 -2.8559 2.8497 0.5106
H10 -3.5790 3.2619 1.2099
H11 -3.1560 2.9105 -0.5359
H12 -1.9225 3.4279 0.6581
C10 -3.0748 1.9174 3.4185
H13 -4.0597 2.2411 3.0484
H14 -2.5540 2.7907 3.8025
H15 -3.2718 1.2456 4.2520
C11 1.6958 -2.7928 -0.2641
C12 1.4510 -2.9840 1.0374
C13 0.7606 -2.1056 1.9958
C14 1.6032 -0.8388 2.1478
C15 1.2006 0.1994 1.1263
C16 0.7965 0.0429 -0.2311
C17 1.4117 -0.6255 -1.3454
C18 2.4614 -1.6449 -0.8698
H16 0.6688 -2.6028 2.9747
H17 2.6625 -1.0370 1.9317
H18 -0.2386 -1.7606 1.6950
H19 3.1886 -1.1748 -0.1712
H20 1.3872 -3.5971 -0.9600
H21 1.8336 -3.9197 1.5079
H22 2.9627 -1.9861 -1.7915
H23 0.5887 -1.1821 -1.8510
H24 -0.2806 0.1374 -0.4995
H25 1.8460 0.0382 -2.1021
H26 1.5648 -0.4676 3.2082
H27 1.1931 1.3090 1.7039
P1 3.1149 1.9733 1.1727
C19 4.5303 0.9133 0.6036
C20 4.1932 3.3945 1.5278
P2 0.5743 2.4548 -0.2663
C21 2.4356 2.4555 -0.4705
C22 0.3375 4.0993 0.5212
C23 -0.0369 2.7302 -1.9549
H28 4.4615 0.6877 -0.4735
H29 4.5130 -0.0036 1.2106
H30 5.4736 1.4511 0.8122
H31 5.0542 3.3757 0.8231
H32 4.5452 3.1680 2.5542
H33 3.6404 4.3450 1.4821
H34 0.7516 3.1911 -2.5696
H35 -0.8860 3.4267 -1.8882
H36 -0.3473 1.7877 -2.4209
H37 2.7485 1.6735 -1.1824
H38 2.9092 3.4296 -0.7377
H39 -0.6380 4.5078 0.2284
H40 1.1574 4.7105 0.1378
H41 0.3865 3.8959 1.6164
O1 1.9843 -3.1548 -3.6575
C24 0.7562 -3.2227 -3.7490
C25 0.0679 -4.1218 -4.7690
C26 -1.3975 -3.9920 -4.4482
C27 -1.4395 -2.9700 -3.2931
O2 -2.4937 -2.6145 -2.7579
N1 -0.1714 -2.5574 -2.9815
H42 0.2833 -3.7787 -5.7812
H43 0.4181 -5.1494 -4.6745
H44 -1.9757 -3.6263 -5.3042
H45 -1.8256 -4.9475 -4.1230

Kohn-Sham gap (alpha / beta)	5.770 / 4.006	eV
multiplicity	6
largest force on an atom	5.01	eV/Å
relative energy (zero: lowest compared OMol25 entry of this formula, charge and spin)	351.9	kJ/mol
<S²>	8.82
charge	+2
electronic energy	-2047.0364	hartree